C38H36BiClN5O6P2Si | wB97M-V/def2-TZVPD

Structure (ORCA input):
```
! wB97M-V def2-TZVPD RIJCOSX def2/J DEFGRID3
* xyz 1 1
Bi 1.0435 -0.4838 -0.8586
C 4.2812 -0.4665 1.3466
Si 2.4917 0.1281 1.3044
C 2.4088 2.0192 1.3086
C 3.5762 2.7402 1.6521
C 3.5388 4.1352 1.7607
C 2.3442 4.7928 1.4626
C 1.2358 4.0777 1.0170
C 1.2668 2.7245 0.8969
P -0.1616 1.8013 0.1197
C -1.5143 2.2944 1.1899
C -1.2032 2.1646 2.5453
C -2.1195 2.4573 3.5372
C -3.3847 2.8740 3.1007
C -3.7090 3.0809 1.7505
C -2.7561 2.8115 0.7814
C -0.4670 2.5287 -1.4736
C 0.0309 3.6995 -1.9777
C -0.2549 4.0350 -3.2800
C -1.1398 3.3222 -4.0325
C -1.6727 2.0993 -3.5546
C -1.3302 1.7203 -2.2617
C 1.3413 -0.4411 2.7249
C 1.6940 -0.0342 4.0237
C 0.8938 -0.2842 5.0819
C -0.2664 -1.0662 4.9343
C -0.6881 -1.5317 3.6653
C 0.1031 -1.1368 2.5717
P -0.4765 -1.6652 0.9383
C -2.1566 -1.1187 0.6273
C -3.0460 -0.6376 1.6004
C -4.3661 -0.4427 1.2593
C -4.7930 -0.6233 -0.0421
C -3.9357 -1.0784 -1.0348
C -2.5747 -1.3399 -0.7091
C -0.5341 -3.4798 0.9836
C 0.5397 -4.0357 1.6944
C 0.5315 -5.4123 1.7399
C -0.4522 -6.1648 1.0951
C -1.4947 -5.5458 0.4073
C -1.5580 -4.1523 0.3807
H 4.5948 -0.0532 2.2994
H 4.7859 -0.0781 0.4555
H 4.3255 -1.5868 1.3771
H 4.4953 2.2842 1.9393
H 4.3921 4.7503 2.0676
H 2.2892 5.8439 1.4812
H 0.3450 4.6639 0.8029
H -0.2329 1.7889 2.8862
H -1.8552 2.3363 4.6329
H -4.2038 3.1695 3.7391
H -4.7135 3.3511 1.4731
H -2.9047 2.9035 -0.2918
H 0.7255 4.2615 -1.3584
H 0.2067 4.9776 -3.6649
H -1.4426 3.6648 -5.0180
H -2.3035 1.4416 -4.1530
H -1.7285 0.8350 -1.8131
H 2.6241 0.4759 4.2367
H 1.1789 -0.1209 6.0850
H -0.8337 -1.3129 5.8404
H -1.5569 -2.1805 3.4946
H -2.7038 -0.3570 2.5787
H -5.1343 -0.2260 2.0102
H -5.8939 -0.5052 -0.2514
H -4.3206 -1.2544 -2.0373
H -1.8805 -1.6688 -1.4655
H 1.2783 -3.5086 2.2359
H 1.3952 -5.9325 2.2005
H -0.4118 -7.2342 1.2102
H -2.3000 -6.1423 -0.0911
H -2.2993 -3.6099 -0.1866
N -0.0716 -1.5984 -4.7536
N 1.1809 -1.4387 -5.3656
C 2.1561 -0.6104 -4.8877
N 3.2959 -0.4796 -5.5711
N 1.9052 0.0179 -3.7148
N 2.7427 0.9411 -3.1900
O 2.2742 1.5483 -2.2009
O 3.8973 1.1611 -3.5765
H -0.0425 -2.3628 -4.0906
H -0.8117 -1.7581 -5.4369
H 1.5064 -2.1832 -5.9516
H 3.3163 -0.6627 -6.5490
H 4.0258 0.0863 -5.1749
O 1.4904 -4.9542 -1.6053
Cl 1.4923 -3.6442 -2.1196
O 0.1144 -3.1277 -2.1644
O 2.1305 -3.5688 -3.4272
O 2.2138 -2.7077 -1.2127
*
```

Relative energy (zero: lowest compared OMol25 entry of this formula, charge and spin), kJ/mol: 0.0
E_HOMO, eV: -10.98
Strongest force on any atom, eV Å⁻¹: 2.73
Frontier orbital gap, eV: 8.470

***

C38H36Br4F10N2O21 | wB97M-V/def2-TZVPD

Structure (ORCA input):
```
! wB97M-V def2-TZVPD RIJCOSX def2/J DEFGRID3
* xyz 0 1
C -3.1637 -1.6981 3.1325
C -1.9502 -0.8535 3.6265
C -2.1322 0.5832 3.1574
C -2.5503 1.5158 4.1657
C -2.7613 2.8068 3.8319
C -2.5950 3.2976 2.5185
N -2.8457 4.6239 2.2933
C -2.6160 4.9371 1.0426
C -2.2017 4.0358 0.0206
C -1.9780 4.5795 -1.3636
Br -3.3454 4.5065 -2.6889
C -0.7719 5.0983 -1.5868
C 0.3090 5.1160 -0.5184
Br -0.3431 5.8784 -3.2883
N -2.0056 2.7638 0.2402
C -2.1881 2.3804 1.5403
C -1.9513 1.0081 1.8615
C -1.5299 0.0074 0.7878
C -0.3141 0.5076 -0.0481
C 0.4315 -0.5485 -0.8969
F 0.8094 0.1059 -2.0555
Br -0.6454 -2.0555 -1.5199
C 1.7667 -1.0206 -0.2200
F 2.3768 -0.0322 0.4304
F 1.5848 -2.1060 0.5294
Br 3.0223 -1.5582 -1.6644
H -2.9533 -2.7591 3.3056
H -4.0343 -1.3583 3.6939
H -3.3223 -1.4561 2.0841
H -2.0128 -0.8707 4.7242
H -0.9853 -1.2876 3.3360
H -2.7259 1.2087 5.1953
H -3.0989 3.4911 4.6123
H -2.7723 5.9816 0.7529
H 0.6220 4.1031 -0.2317
H 1.1985 5.5899 -0.9539
H 0.0357 5.7097 0.3577
H -1.3142 -0.9981 1.1571
H -2.3818 -0.1002 0.0980
H 0.3592 1.0409 0.6369
H -0.6565 1.2515 -0.7739
C 7.1086 -0.1595 -1.7187
C 6.5493 0.7059 -2.8077
O 7.5996 0.7499 -3.7532
C 8.2824 -0.4252 -3.6134
O 9.0547 -0.8506 -4.4061
O 7.9539 -1.0501 -2.4502
F 6.3108 1.9670 -2.3604
H 7.7082 0.4033 -1.0010
H 6.3341 -0.7018 -1.1801
H 5.6490 0.3084 -3.2802
C 9.7980 -2.6520 -7.7504
C 8.3222 -2.6544 -7.4607
O 7.9409 -3.9810 -7.7827
C 9.0410 -4.7603 -7.5611
O 9.0187 -5.9416 -7.4721
O 10.1629 -4.0016 -7.4479
F 7.6566 -1.7978 -8.2734
H 10.0132 -2.4429 -8.7998
H 10.3463 -1.9473 -7.1294
H 8.0686 -2.4438 -6.4204
C -0.4488 7.5643 5.1206
C -1.0968 8.3799 4.0327
O -0.1641 8.2769 2.9715
C 0.4674 7.0776 3.1300
O 1.1107 6.5417 2.2904
O 0.2541 6.5720 4.3706
F -1.2144 9.6818 4.3908
H 0.2617 8.1485 5.7079
H -1.1721 7.1082 5.7927
H -2.0676 8.0039 3.7033
C -5.1067 -5.4738 -0.5164
C -6.0206 -4.6222 -1.3582
O -5.7419 -3.3130 -0.8903
C -4.4497 -3.3262 -0.4563
O -3.8007 -2.3566 -0.2448
O -3.9973 -4.5958 -0.3011
F -7.3229 -4.9063 -1.1211
H -5.5512 -5.7386 0.4444
H -4.7919 -6.3841 -1.0211
H -5.8269 -4.6745 -2.4314
C 3.6889 2.6719 -4.5565
C 3.1293 3.5468 -5.6470
O 4.1827 3.5764 -6.5917
C 4.8596 2.3976 -6.4572
O 5.6256 1.9692 -7.2497
O 4.5293 1.7747 -5.2907
F 2.9003 4.8066 -5.2038
H 4.2935 3.2339 -3.8423
H 2.9165 2.1290 -4.0145
H 2.2252 3.1580 -6.1199
C -7.3331 -0.3163 6.5874
C -7.8921 -1.7029 6.3997
O -6.8989 -2.3328 5.6111
C -5.7162 -1.7277 5.9237
O -4.6480 -2.1656 5.6566
O -5.9242 -0.5595 6.5854
F -9.0553 -1.6794 5.7065
H -7.5893 0.3479 5.7603
H -7.6502 0.1433 7.5207
H -8.0323 -2.2637 7.3259
C -1.8724 -7.2249 1.6000
C -1.5797 -8.2812 2.6332
O -2.8112 -8.9735 2.7262
C -3.4127 -8.8592 1.5068
O -4.3211 -9.5245 1.1404
O -2.8276 -7.8826 0.7610
F -1.2922 -7.7311 3.8371
H -2.3240 -6.3316 2.0351
H -0.9905 -6.9332 1.0342
H -0.7884 -8.9800 2.3547
*
```

E_HOMO, eV: -9.14
Structure (SMILES): CCc1ccc2ncc(/C(Br)=C(\C)Br)nc2c1CC[C@](F)(Br)C(F)(F)Br.O=C1OC[C@@H](F)O1.O=C1OC[C@@H](F)O1.O=C1OC[C@@H](F)O1.O=C1OC[C@@H](F)O1.O=C1OC[C@@H](F)O1.O=C1OC[C@@H](F)O1.O=C1OC[C@@H](F)O1
Strongest force on any atom, eV Å⁻¹: 2.27
Frontier orbital gap, eV: 8.480

***

Question: Number 1 is which compound?
Answer: C38H36BiClN5O6P2Si

***

Question: Number 2 is which compound?
Answer: C38H36Br4F10N2O21

***

Question: frontier orbital gap of number 1 (C38H36BiClN5O6P2Si)?
Answer: 8.470 eV

***

Question: Look up the E_HOMO of the first one.
Answer: -10.98 eV